1.
Entry from the OMol25 dataset: a structure of composition C38H60Br23ClN2 in a non-equilibrium geometry (ωB97M-V with the def2-TZVPD basis set).

Positions of all 124 atoms, in Å:
Br 2.6180 -4.1942 -1.0765
H 13.1597 -5.6281 8.1771
C -4.3035 4.7425 0.3028
H -2.0850 2.1882 2.5673
H -9.2058 0.7733 2.1285
H 12.2389 -2.9856 9.4834
Br 4.4720 -7.5619 -0.6761
C 0.0396 3.8438 1.3183
C -1.4624 1.6134 1.8369
H -0.6666 -3.7730 -0.6673
C -0.3117 2.3170 1.0801
H -4.2994 6.8891 0.3414
H 5.2538 -5.2305 -0.4638
Br -1.9037 -5.8373 1.5776
C -0.3754 7.2656 -4.1546
H -3.4541 9.0137 -0.4090
H 13.0794 -4.2569 10.3963
C -3.4659 -0.0716 -3.6287
H -1.1353 -0.5662 -5.5273
Cl 1.7076 2.4699 3.1759
H 0.2409 7.9169 -4.7752
C 1.5726 -2.8720 -2.1358
H 7.2917 -6.8400 -0.2064
C -3.8506 6.0569 0.8828
H -4.7281 11.2189 -0.9780
C 12.9057 -3.8422 9.4029
C 8.0577 -5.9788 5.5005
C -1.1240 -5.7173 3.3599
Br 6.7402 -4.7117 6.1754
H -0.7126 4.3745 1.9708
Br -4.7814 1.1897 -2.9384
H -1.4189 -3.5555 3.3830
H 0.0827 4.3604 0.3013
C -4.2800 9.1220 -1.1106
H 7.2583 -5.4521 0.9017
H -7.5280 2.2137 1.1050
C -0.4858 -2.6734 -0.4530
H 2.8557 -3.9731 -4.0643
C -7.9570 0.9058 -5.9658
Br 9.2399 -6.7145 8.0025
C -1.2925 -1.0673 -6.4814
H 1.8471 -5.5112 -3.8762
H -4.1622 4.7323 -0.7792
H 2.7726 5.1366 3.2995
Br -5.2879 1.5835 -6.7419
H -3.8587 -0.3861 -4.5984
H 0.1064 -4.3879 -2.7751
H -2.1248 -0.5931 -7.0035
N 1.0002 -0.6645 -1.0346
H 0.1384 -0.0943 -7.7555
Br -0.6630 5.7721 -1.7285
H 1.0469 7.3538 -2.5463
C 1.8194 -4.4230 -4.1990
Br -8.1131 -1.4395 2.1144
C -1.7567 0.1623 1.6069
Br -1.1160 5.9472 -5.3831
H -5.0104 10.5414 -2.5957
C -0.6878 -4.3091 3.6746
H -0.3102 -6.4392 3.3997
H 2.3442 -2.1852 -2.6166
C 8.1974 -7.1650 6.4191
C 1.7290 5.2257 2.8467
H -7.3543 1.1055 -8.0527
Br 11.6987 -4.1302 6.8226
Br 6.8494 -7.5451 2.1450
C 0.6711 -2.0083 -1.1710
C 0.7655 -3.6098 -3.2829
H 1.1237 5.8369 -3.4671
H 1.2889 1.9791 -0.4632
H -1.9178 -6.0332 4.0378
C 0.4523 1.4874 0.1228
C 1.4910 3.9013 2.0155
H -5.2131 8.8599 -0.6101
H 1.5170 -4.4118 -5.2908
Br 1.5284 -1.5491 -6.3252
C -4.3715 10.4993 -1.7155
Br -4.0413 7.7604 -2.4846
C -7.2049 1.5803 -7.0846
H -4.2517 -1.6531 -2.3451
H 2.2712 3.7319 1.2070
C 5.3058 -6.0593 0.2429
H 1.6722 6.1716 2.2116
H -0.4685 -4.2042 4.7377
H 1.0206 5.2775 3.7388
C 0.4591 6.6094 -3.0842
H -7.8294 0.7617 3.2520
H -9.0260 1.1055 -6.0477
H -2.7468 -2.0541 -3.2059
C -0.0623 -1.0878 -7.3534
H -4.1579 -1.5583 4.0825
Br -7.7939 -1.0326 -6.0709
H 8.9870 -5.4278 5.3640
H 8.7555 -7.9644 5.9303
H -2.7678 6.1750 0.8885
H -0.1271 -1.8001 -8.1740
C 0.1660 0.0043 -0.1204
Br -5.4182 1.0203 1.5768
Br 14.6390 -3.1610 8.8284
H -2.5417 0.4858 -3.7803
H -5.3423 4.5050 0.5311
Br 0.9771 -3.8649 2.7676
C -2.9090 -0.4651 2.4364
Br -2.2292 -0.8001 -1.1230
H -7.4631 0.6942 0.1858
Br -4.4550 6.2664 2.7245
C -0.9529 -0.6726 0.5994
H 4.6847 -5.8321 1.1080
C 6.7384 -6.3619 0.5998
H 7.6782 -6.2908 4.5270
Br -2.6166 11.1527 -2.2542
C 12.3967 -4.9074 8.4657
H -7.6115 1.2005 -4.9760
C -3.3037 -1.2568 -2.7077
C -7.3196 1.1447 1.1668
H 7.2431 -7.5556 6.7675
Br -3.2206 3.2638 0.9709
H -7.4827 2.6325 -7.1545
N -1.3495 -2.0643 0.4436
C -8.1553 0.5042 2.2458
H 0.1709 -2.9209 -3.9475
C -3.5146 -0.9601 3.3827
Br -1.9092 -2.8720 -6.0810
H -1.2139 7.8362 -3.7577
H 11.5529 -5.4365 8.9092

Values from the calculation:
Gap between HOMO and LUMO, eV: 7.181
Energy, eV: -1666851.7263
Lowest unoccupied orbital energy, eV: -0.636
M, g mol⁻¹: 2418.16
2S+1: 1

=====

2.
Entry from the OMol25 dataset: a structure of composition C38H60GeN6O3RhS (ωB97M-V with the def2-TZVPD basis set).

Positions of all 110 atoms, in Å:
H -0.1848 -1.7020 5.9959
Rh 0.0130 -0.3336 1.3656
H 3.6109 4.5064 -2.9112
C 0.6476 -2.0036 0.5424
C 0.4599 1.5282 -3.5581
C -0.8604 2.7117 1.2859
H 1.1830 4.6902 -2.1814
C 2.4766 4.2362 1.4346
N -4.0412 -1.1566 3.0665
H -4.2379 -3.2084 3.4164
H -4.8860 -1.5120 4.9467
H -2.5659 -3.3392 -0.1501
H -1.6485 -3.6914 -1.6134
H 0.2855 3.5504 4.5399
H -4.9889 -0.5379 -1.7947
C 1.7547 3.2806 -0.7010
H 0.0807 3.7639 6.2682
H -3.1019 1.7606 6.4973
Ge -0.0981 -3.7767 0.4381
H 0.0888 -4.1016 2.9930
C -4.0778 -0.5384 -1.2084
C -1.4744 2.5925 5.3255
H -2.0920 -5.0132 -0.5138
C 2.4954 2.8323 -3.7181
H 3.5049 4.5830 -5.6682
C 3.7184 3.4320 -3.0818
H -3.5161 0.8012 2.6190
C 2.3470 2.8441 -5.1104
H 0.7812 1.4369 6.6689
H 2.8573 4.0859 2.4363
C 0.5579 -0.3317 4.8052
H -2.1380 -0.2454 2.9212
H 1.3059 -4.0024 8.7534
C -1.7774 -3.9674 -0.5666
H 4.5947 3.2754 -3.7124
C -0.0211 3.0387 5.4533
O 2.2812 1.7262 2.6077
H 2.3164 -1.5373 6.2466
C 1.2166 -4.9215 -0.4746
H 4.3384 3.0598 -5.9256
H -0.4745 0.9822 -5.4050
H 1.5040 1.2952 -1.0419
N 0.3213 -0.8314 6.0978
C -2.9792 -0.4072 0.9476
C 1.5141 2.2012 -2.9320
H -4.6099 0.1946 4.5580
H -2.0765 3.4617 5.0482
C -3.1238 -0.2049 2.4395
C -2.0353 1.9685 6.6001
H -1.9087 2.6412 7.4541
C 2.1347 3.0585 0.6784
C 1.5173 4.5601 -1.1568
H -1.5162 -4.5788 2.4279
S 0.4387 -1.4407 3.5184
H -0.4583 -3.8835 6.9344
C 1.2583 -1.9646 8.0847
H -0.7272 -0.8067 -1.5516
C 2.2948 5.5056 0.9328
H 2.5531 6.3636 1.5457
H 0.7642 -5.1104 6.6134
H -0.0377 4.0059 2.5237
C -4.1994 -0.8129 4.4656
H -3.2398 -0.8392 5.0145
H 1.8900 -1.6559 8.9202
H 2.5314 -3.6127 7.5648
H 1.4515 -4.5276 -1.4648
N -0.6683 3.9876 1.7367
H -0.9507 3.3074 -0.6488
C 1.2782 2.1852 -5.7099
H -2.5487 -2.6368 3.4127
C 1.7696 5.7017 -0.3506
C 0.3499 1.5059 -4.9359
O 1.6480 0.7205 0.6904
C 1.5516 -1.0701 6.8808
H 2.1432 -4.9776 0.0990
H -0.2803 1.0383 -2.9351
C -1.7301 -0.5454 0.3310
C -1.6872 -0.6735 -1.0621
C 2.0345 1.8158 1.3607
H 1.6139 6.6961 -0.7486
H -3.4482 -2.7870 1.8904
H 3.0415 3.5410 -7.0199
N 0.9017 0.9106 4.6453
N 1.5649 2.1796 -1.5371
H 0.8176 -5.9318 -0.5893
N -1.2613 2.5985 -0.0020
H -1.3193 1.6607 -0.3666
C 0.6030 -4.0366 6.7174
H 1.9492 -0.1082 7.2046
H -0.3681 4.6500 1.0297
H 1.5468 -1.8259 -0.0532
H 0.8193 -3.5867 5.7455
H 3.9052 2.9791 -2.1094
C -0.4504 -4.6082 2.1940
H 0.2240 -1.7899 8.3989
H 1.9845 2.3113 5.7074
C 3.3610 3.5457 -5.9777
C -2.8413 -0.6474 -1.8316
H -0.1339 -5.6534 2.1692
C -4.1385 -0.4283 0.1715
H 1.1810 2.2008 -6.7897
H 1.3547 1.1818 3.7001
H -1.5540 1.8910 4.4908
H -5.0970 -0.3497 0.6732
H -2.7760 -0.7352 -2.9103
C 1.4797 -3.4552 7.8228
O -0.7614 1.7391 2.0574
C -3.5391 -2.5161 2.9423
C 0.9707 1.9061 5.7068
H -1.5362 1.0270 6.8362

Values from the calculation:
Gap between HOMO and LUMO (spin up / spin down), eV: 3.895 / 6.522
Energy, eV: -125822.8476
Lowest unoccupied orbital energy (spin up / spin down), eV: 2.432 / 2.076
M, g mol⁻¹: 856.52
Expectation value of S²: 6.031
2S+1: 5
Total charge: -1